2 unconnected molecules or ions with the total composition C18H24ClN2O6, computed with the ωB97M-V functional and the def2-TZVPD basis.

The geometry in ORCA input format:
```
! wB97M-V def2-TZVPD RIJCOSX def2/J DEFGRID3
* xyz -1 1
C -0.81148 -0.94670 0.68977
C -1.63488 -0.48047 -0.52118
C -1.78591 1.03730 -0.45820
Cl -3.44964 1.61454 -0.71522
N -0.82188 1.74089 -1.32452
C -0.91122 2.10451 -2.67036
C -2.03006 1.83983 -3.61704
C -2.11565 0.37322 -4.04919
O -1.35613 0.25204 -5.24607
C 0.24677 2.72326 -2.95835
N 1.01016 2.72232 -1.82081
C 0.36444 2.12362 -0.83715
C 0.92973 1.93608 0.52178
C 2.03991 0.84744 0.60434
C 1.98777 -0.23759 -0.44126
O 2.64042 0.22686 -1.62403
C 2.25977 -0.49612 -2.76654
H -0.25218 -0.11740 1.10940
H -0.07996 -1.69729 0.42426
H -1.39689 -1.34109 1.50592
H -1.12561 -0.79458 -1.43132
H -2.62089 -0.93675 -0.52459
H -1.53816 1.36243 0.54211
H -2.97846 2.18320 -3.22769
H -1.78261 2.39535 -4.52000
H -3.15083 0.05834 -4.17756
H -1.67529 -0.25753 -3.27734
H -1.22333 -0.68300 -5.42194
H 0.56797 3.14714 -3.88965
H 1.93881 3.09850 -1.74773
H 1.35656 2.87990 0.85598
H 0.14426 1.67910 1.22077
H 1.95662 0.36919 1.58216
H 3.01284 1.33116 0.54233
H 2.48502 -1.12925 -0.05505
H 0.96749 -0.53613 -0.67643
H 2.64279 -1.52015 -2.73990
H 2.67338 0.00221 -3.63969
H 1.16950 -0.54537 -2.86724
C -0.93778 -3.06289 4.95617
C -0.28544 -2.66498 6.14468
C 0.93084 -1.69740 5.97031
O 1.49668 -1.24897 6.97164
C 1.34009 -1.35877 4.64559
C 0.70286 -1.77101 3.48292
C -0.56042 -2.67221 3.66908
O -1.17771 -2.96377 2.61776
O 1.03004 -1.44696 2.30293
O -0.60537 -3.00746 7.28891
H -1.80158 -3.71962 5.02024
H 2.21467 -0.71498 4.57700
*
```

- HOMO-LUMO gap (eV) = 3.62
- E_LUMO (eV) = 1.3
- ΔE to the lowest compared entry with this formula, charge and spin (eV) = 3.3398
- strongest force on any atom (Eh/bohr) = 0.01632
- highest occupied orbital energy (eV) = -2.323